No. 1
{"formula": "C34H35MnN4O4S2", "method": "the ωB97M-V functional and the def2-TZVPD basis", "spin_multiplicity": 2, "charge": 3, "gap_ev": [4.7, 4.8], "max_force_ev_per_a": 2.28, "lumo_ev": [-11.4, -11.3], "species": ["Mn", "O", "C", "C", "C", "C", "C", "C", "C", "N", "C", "C", "N", "H", "H", "H", "H", "H", "H", "H", "C", "N", "N", "C", "O", "C", "C", "C", "C", "C", "C", "C", "C", "C", "H", "H", "H", "H", "H", "H", "H", "H", "H", "H", "H", "H", "C", "S", "C", "O", "H", "H", "H", "H", "H", "H", "O", "S", "C", "C", "C", "C", "C", "C", "C", "C", "C", "C", "C", "C", "H", "H", "H", "H", "H", "H", "H", "H", "H", "H"], "coordinates": [[-0.006, 0.111, 0.289], [0.222, -1.530, 0.555], [1.001, -2.450, 1.075], [0.552, -3.780, 1.191], [1.350, -4.746, 1.763], [2.622, -4.415, 2.222], [3.095, -3.121, 2.110], [2.310, -2.114, 1.541], [2.791, -0.765, 1.366], [2.104, 0.245, 0.804], [2.948, 1.312, 0.758], [4.150, 0.962, 1.307], [4.033, -0.335, 1.682], [-0.431, -4.017, 0.816], [0.991, -5.759, 1.858], [3.250, -5.173, 2.661], [4.089, -2.897, 2.466], [2.643, 2.247, 0.336], [5.049, 1.527, 1.455], [4.752, -0.877, 2.141], [-2.268, 6.085, -0.602], [-1.995, 4.855, 0.087], [-1.005, 4.008, -0.295], [-1.149, 2.829, 0.390], [-0.382, 1.810, 0.231], [-2.243, 2.999, 1.256], [-2.752, 4.267, 1.029], [-3.936, 4.923, 1.616], [0.019, 4.350, -1.217], [0.813, 5.473, -1.004], [1.811, 5.773, -1.913], [2.028, 4.954, -3.011], [1.234, 3.835, -3.212], [0.220, 3.530, -2.320], [-1.918, 6.012, -1.631], [-1.791, 6.944, -0.126], [-3.344, 6.258, -0.608], [-2.604, 2.256, 1.934], [-4.226, 4.426, 2.537], [-4.776, 4.852, 0.924], [-3.752, 5.977, 1.816], [0.654, 6.103, -0.143], [2.421, 6.649, -1.765], [2.806, 5.203, -3.714], [1.390, 3.214, -4.078], [-0.438, 2.687, -2.485], [-3.900, -0.600, 2.694], [-2.169, -1.161, 2.641], [-1.729, -0.858, 4.383], [-1.462, -0.029, 1.889], [-4.471, -1.302, 3.291], [-4.288, -0.612, 1.680], [-3.986, 0.395, 3.120], [-2.306, -1.550, 4.989], [-1.937, 0.167, 4.674], [-0.671, -1.067, 4.515], [-0.055, -0.011, -1.812], [0.856, 0.172, -3.031], [0.104, -0.742, -4.408], [-0.644, -1.901, -4.276], [-1.149, -2.505, -5.419], [-0.918, -1.945, -6.670], [-0.158, -0.788, -6.787], [0.346, -0.175, -5.655], [2.248, -0.908, -2.618], [3.539, -0.465, -2.856], [4.603, -1.240, -2.424], [4.369, -2.434, -1.761], [3.073, -2.876, -1.544], [2.003, -2.110, -1.975], [-0.845, -2.326, -3.305], [-1.722, -3.416, -5.328], [-1.340, -2.403, -7.552], [0.031, -0.355, -7.758], [0.921, 0.734, -5.734], [3.711, 0.468, -3.369], [5.613, -0.912, -2.606], [5.201, -3.032, -1.427], [2.902, -3.823, -1.058], [0.989, -2.447, -1.823]], "lowdin_spin": [0.815, 0.081, 0.022, 0.010, 0.001, 0.022, -0.002, 0.022, 0.000, -0.003, 0.002, 0.010, 0.001, 0.000, 0.000, 0.001, 0.000, 0.000, 0.000, 0.000, 0.001, 0.007, 0.005, -0.001, 0.030, 0.006, -0.001, 0.000, 0.000, 0.000, 0.000, 0.000, 0.000, 0.000, 0.000, 0.000, 0.000, 0.000, 0.000, 0.000, 0.000, 0.000, 0.000, 0.000, 0.000, 0.000, -0.001, 0.000, 0.000, -0.006, 0.000, 0.000, 0.000, 0.000, 0.000, 0.000, -0.018, -0.002, -0.002, 0.000, 0.000, 0.000, 0.000, 0.000, 0.000, 0.000, 0.000, 0.000, 0.000, 0.000, 0.000, 0.000, 0.000, 0.000, 0.000, 0.000, 0.000, 0.000, 0.000, 0.000]}

---

No. 2
{"formula": "C34H35MnNP2S", "method": "the ωB97M-V functional and the def2-TZVPD basis", "spin_multiplicity": 2, "charge": 4, "gap_ev": [6.7, 5.8], "max_force_ev_per_a": 0.55, "lumo_ev": [-13.0, -13.9], "species": ["Mn", "C", "C", "C", "C", "C", "C", "H", "H", "H", "H", "H", "H", "C", "S", "C", "C", "C", "N", "P", "C", "C", "C", "C", "C", "C", "C", "C", "C", "C", "C", "C", "P", "C", "C", "C", "C", "C", "C", "C", "C", "C", "C", "C", "C", "H", "H", "H", "H", "H", "H", "H", "H", "H", "H", "H", "H", "H", "H", "H", "H", "H", "H", "H", "H", "H", "H", "H", "H", "H", "H", "H", "H", "H"], "coordinates": [[0.244, -0.520, 0.957], [1.818, 1.019, 1.440], [0.712, 1.628, 0.813], [0.292, 1.185, -0.453], [0.939, 0.105, -1.080], [1.974, -0.555, -0.408], [2.424, -0.091, 0.851], [2.147, 1.365, 2.412], [0.220, 2.473, 1.275], [-0.548, 1.668, -0.934], [0.629, -0.227, -2.061], [2.445, -1.416, -0.863], [3.234, -0.602, 1.355], [-7.185, -5.092, 3.574], [-7.034, -3.715, 2.472], [-5.261, -3.534, 2.212], [-4.983, -2.335, 1.291], [-3.738, -2.431, 0.398], [-2.463, -1.876, 0.943], [-0.937, -2.264, 0.371], [-0.876, -3.337, -1.021], [-0.715, -4.716, -0.806], [-0.718, -5.574, -1.892], [-0.881, -5.069, -3.178], [-1.048, -3.704, -3.393], [-1.050, -2.834, -2.318], [0.261, -2.676, 1.627], [0.104, -2.262, 2.974], [1.132, -2.453, 3.879], [2.314, -3.079, 3.474], [2.492, -3.484, 2.154], [1.488, -3.262, 1.227], [-2.060, -0.216, 1.220], [-2.368, 0.219, 2.924], [-2.925, -0.704, 3.815], [-3.146, -0.342, 5.133], [-2.811, 0.936, 5.572], [-2.248, 1.854, 4.693], [-2.022, 1.498, 3.372], [-3.011, 0.799, 0.111], [-2.924, 0.583, -1.272], [-3.669, 1.357, -2.139], [-4.500, 2.359, -1.636], [-4.594, 2.574, -0.269], [-3.855, 1.794, 0.612], [-8.247, -5.321, 3.654], [-6.783, -4.806, 4.552], [-6.627, -5.947, 3.184], [-4.949, -4.485, 1.760], [-4.792, -3.483, 3.198], [-4.981, -1.405, 1.862], [-5.820, -2.241, 0.594], [-3.958, -1.888, -0.522], [-3.540, -3.467, 0.118], [-0.581, -5.114, 0.193], [-0.588, -6.637, -1.740], [-0.874, -5.746, -4.023], [-1.167, -3.325, -4.399], [-1.172, -1.772, -2.492], [-0.834, -1.846, 3.316], [1.009, -2.151, 4.911], [3.101, -3.252, 4.198], [3.411, -3.969, 1.853], [1.626, -3.568, 0.197], [-3.158, -1.707, 3.481], [-3.576, -1.050, 5.829], [-2.987, 1.216, 6.602], [-1.992, 2.847, 5.036], [-1.610, 2.237, 2.694], [-2.278, -0.192, -1.673], [-3.610, 1.192, -3.207], [-5.076, 2.970, -2.318], [-5.245, 3.348, 0.116], [-3.948, 1.960, 1.677]], "lowdin_spin": [0.000, 0.000, 0.000, 0.000, 0.000, 0.000, 0.000, 0.000, 0.000, 0.000, 0.000, 0.000, 0.000, 0.087, 0.744, 0.082, 0.002, 0.000, 0.000, 0.000, 0.000, 0.000, 0.000, 0.000, 0.000, 0.000, 0.000, 0.000, 0.000, 0.000, 0.000, 0.000, 0.000, 0.000, 0.000, 0.000, 0.000, 0.000, 0.000, 0.000, 0.000, 0.000, 0.000, 0.000, 0.000, -0.001, 0.028, 0.020, 0.021, 0.017, 0.000, 0.000, 0.000, 0.000, 0.000, 0.000, 0.000, 0.000, 0.000, 0.000, 0.000, 0.000, 0.000, 0.000, 0.000, 0.000, 0.000, 0.000, 0.000, 0.000, 0.000, 0.000, 0.000, 0.000]}

---

No. 3
{"formula": "C34H35N2", "method": "the ωB97M-V functional and the def2-TZVPD basis", "charge": 1, "de_lowest_kj_mol": 103.5, "gap_ev": 5.7, "max_force_ev_per_a": 2.07, "lumo_ev": -5.3, "species": ["C", "C", "C", "C", "C", "C", "C", "C", "C", "C", "C", "C", "C", "C", "C", "N", "C", "C", "H", "H", "H", "H", "H", "H", "H", "H", "H", "H", "H", "H", "H", "H", "H", "H", "H", "H", "H", "C", "N", "C", "C", "C", "C", "C", "C", "C", "C", "C", "C", "C", "C", "C", "C", "C", "C", "H", "H", "H", "H", "H", "H", "H", "H", "H", "H", "H", "H", "H", "H", "H", "H"], "coordinates": [[-0.698, -5.041, 2.828], [-0.568, -3.827, 3.508], [-0.870, -2.635, 2.853], [-1.291, -2.640, 1.522], [-1.639, -1.281, 0.902], [-3.159, -1.001, 0.934], [-3.605, 0.327, 0.943], [-4.967, 0.630, 0.872], [-5.914, -0.397, 0.814], [-5.484, -1.725, 0.819], [-4.117, -2.025, 0.890], [-1.169, -1.132, -0.550], [0.030, -1.902, -1.146], [0.148, -1.215, -2.519], [-0.537, 0.153, -2.346], [-0.797, 0.220, -0.898], [-1.435, -3.858, 0.845], [-1.122, -5.061, 1.497], [-0.469, -5.973, 3.339], [-0.239, -3.786, 4.546], [-0.783, -1.674, 3.362], [-1.144, -0.511, 1.517], [-2.870, 1.132, 1.029], [-5.275, 1.677, 0.867], [-6.976, -0.161, 0.765], [-6.208, -2.539, 0.773], [-3.805, -3.067, 0.920], [-2.036, -1.454, -1.173], [0.920, -1.729, -0.527], [-0.150, -2.973, -1.213], [1.173, -1.086, -2.870], [-0.429, -1.790, -3.258], [0.036, 1.015, -2.692], [-1.481, 0.160, -2.928], [-1.490, 0.921, -0.647], [-1.798, -3.885, -0.188], [-1.221, -6.002, 0.953], [6.114, 1.762, 2.154], [4.831, 1.600, 1.495], [3.658, 2.198, 1.859], [2.618, 1.783, 0.982], [1.223, 2.030, 0.989], [0.517, 2.678, -0.047], [1.057, 2.957, -1.332], [0.252, 3.455, -2.345], [-1.126, 3.635, -2.145], [-2.047, 3.875, -3.296], [-1.639, 3.524, -0.839], [-0.833, 3.083, 0.190], [3.250, 0.880, 0.042], [2.688, 0.063, -0.922], [3.517, -0.883, -1.545], [4.882, -0.973, -1.201], [5.458, -0.149, -0.217], [4.618, 0.781, 0.383], [6.791, 0.987, 1.788], [6.548, 2.745, 1.928], [6.006, 1.677, 3.241], [3.628, 2.882, 2.696], [0.693, 1.907, 1.938], [2.104, 2.738, -1.523], [0.679, 3.641, -3.335], [-3.012, 4.235, -2.926], [-1.616, 4.622, -3.970], [-2.240, 2.967, -3.892], [-2.699, 3.747, -0.662], [-1.227, 2.998, 1.208], [1.615, 0.159, -1.111], [3.111, -1.566, -2.296], [5.511, -1.703, -1.709], [6.508, -0.196, 0.075]], "mulliken_charge": [-0.469, -0.770, -0.381, -0.105, 1.741, -0.337, 0.110, -0.728, -0.566, -0.805, -0.170, -0.810, -0.409, -0.682, -0.572, 0.277, -0.025, -1.105, 0.400, 0.401, 0.393, 0.151, 0.213, 0.399, 0.386, 0.404, 0.376, 0.148, 0.128, 0.596, 0.122, 0.421, 0.139, 0.342, -0.104, 0.541, 0.390, -0.930, 0.168, -0.943, 0.230, -0.924, 1.524, -0.144, -0.987, 1.301, -1.462, -0.505, -1.070, 0.900, 1.438, -0.745, -1.007, -1.023, -0.211, 0.294, 0.330, 0.350, 0.510, 0.428, 0.502, 0.392, 0.398, 0.386, 0.281, 0.360, 0.377, -0.219, 0.325, 0.383, 0.255]}

---

E_tot across the listed records, respectively: -3782.982036 -3601.727078 -1425.845401 a.u..